ORCA calculation (the ωB97M-V functional and the def2-TZVPD basis) on a molecular structure, H12MnO6.

Output
2S+1: 6
F_max (eV/Å): 0.89
Gap between HOMO and LUMO (spin up / spin down) (eV): 11.360 / 13.245
ΔE to the lowest compared entry with this formula, charge and spin (kJ/mol): 17.0
Expectation value of S²: 8.75
Total charge: +2

Structure (XYZ):
```
19
H12MnO6 | the Open Molecules 2025 dataset | the ωB97M-V functional and the def2-TZVPD basis
Mn -10.0308 -20.4216 29.8633
O -8.6739 -19.8597 31.3927
H -8.0730 -19.1071 31.5304
H -8.4270 -20.5090 32.0746
O -11.4128 -21.3847 31.3889
H -11.3534 -21.1382 32.3261
H -12.3324 -21.6687 31.2680
O -9.0969 -22.3719 29.7870
H -9.3391 -23.2959 29.6144
H -8.1293 -22.3810 29.8823
O -11.5875 -21.1081 28.4964
H -11.6767 -20.8484 27.5665
H -12.1702 -21.8775 28.6011
O -10.8824 -18.4368 30.0508
H -11.1918 -17.8714 29.3246
H -10.9596 -17.8914 30.8508
O -9.1635 -19.7707 27.9919
H -9.1363 -20.2957 27.1756
H -8.7684 -18.9140 27.7572
```

Results of the natural (NBO) charge analysis, in e, for atoms 1 through 2: 1.64, -1.00